1.
Computed, not measured: a cluster of 10 separate species, C39H63N3O21 in total, with ωB97M-V/def2-TZVPD.

Cartesian coordinates (Å):
O: -1.0789 6.2994 2.1313
O: -1.7579 6.2614 -0.0197
O: 0.4611 -2.1946 -0.9307
O: -2.6539 0.4244 -0.2627
O: 0.4071 -2.4166 3.5543
O: 2.2351 5.2744 -1.9857
O: -0.5799 0.5414 -1.3747
O: -2.1779 4.5234 1.4363
O: 0.8691 -4.1806 0.1463
O: 5.0551 1.6394 -3.8377
O: 4.0751 4.0714 -1.9397
O: 2.1721 3.3374 -0.9697
O: 0.5451 -3.8146 5.3253
O: 5.7601 -1.2536 1.9303
O: 1.6761 -1.9196 5.1633
O: -0.5609 -4.0746 -1.4427
O: 3.9101 -1.1996 0.6953
O: 5.4031 0.2594 0.4363
O: 3.3231 2.3154 -5.0177
O: -2.6469 -0.3986 -2.1787
O: 2.9361 1.0604 -3.3237
N: -5.6219 -2.2196 4.0063
N: 0.0491 -1.5906 -5.4977
N: -3.8469 3.6714 5.7143
C: 2.1901 0.2754 0.4253
C: 1.0251 2.0794 -6.0867
C: 0.8791 -2.7906 4.7283
C: -1.9319 0.1394 -1.3287
C: -2.2069 -2.1126 1.5643
C: 0.9381 5.2144 -1.4707
C: 4.4891 0.5154 -0.5447
C: -4.5139 1.2454 5.0603
C: -1.7249 4.2424 2.7663
C: 1.7111 -0.7626 4.3573
C: -4.1489 2.6234 5.3833
C: 3.9041 1.7624 -4.0387
C: 0.6111 -4.1226 -4.7867
C: -0.6669 -6.3126 -2.3287
C: -2.1529 6.3084 4.1513
C: 0.8971 3.8994 -0.8047
C: -2.4229 -3.2816 2.5823
C: -1.1759 5.6274 3.2893
C: -4.8649 -2.8686 3.4383
C: 1.8911 2.4184 -4.8807
C: 0.4361 -5.5066 0.0343
C: 0.2061 -3.3886 -0.6917
C: -3.3479 0.2604 5.4343
C: 0.3001 -2.7176 -5.2437
C: -0.7129 -5.4156 -1.0627
C: 2.9031 4.1804 -1.6697
C: -2.0329 -1.1456 -3.1487
C: 3.2661 -0.4156 -0.2937
C: 5.0901 -0.7536 1.1263
C: 3.0911 -0.0696 4.0623
C: 1.5241 -4.9506 -7.0297
C: -1.8999 1.1384 0.6143
C: 1.1591 -1.3156 3.1563
C: 1.6431 1.5194 -3.6137
C: 1.8051 -4.6406 -5.5797
C: -2.1289 0.3934 4.5243
C: -3.9179 -3.7146 2.6373
C: -1.6299 5.7094 1.1043
C: -0.1679 5.3214 -2.5517
H: 3.7411 0.1104 4.9133
H: 0.9961 0.6944 -3.9617
H: 5.0461 0.1234 -1.4647
H: -4.6549 1.0984 3.9613
H: 0.8331 6.0554 -0.7077
H: 4.1671 1.5324 -0.8527
H: -0.8629 3.5744 2.7483
H: -1.9549 7.4124 4.1913
H: -2.6279 -1.6816 -3.8397
H: 1.3051 -4.0376 -7.4837
H: -1.1869 5.2854 -2.1957
H: -3.1549 6.1934 3.6803
H: -2.2629 -3.0336 3.6223
H: 1.7741 3.4074 -4.5847
H: 0.9711 -3.9216 -3.7937
H: 3.7331 -0.6956 3.4043
H: -2.5419 0.1424 3.5633
H: -1.6339 -5.3426 -0.5927
H: 2.0341 1.1934 -0.1677
H: 0.6501 -0.5526 2.6883
H: -0.0349 4.5364 -3.2547
H: -0.9109 -7.3736 -2.0407
H: -1.6599 -3.9646 2.2813
H: 1.3321 -6.1286 -0.1857
H: 2.2981 -5.4686 -7.5427
H: -2.1639 5.9454 5.1643
H: 3.0411 0.9384 3.6043
H: 2.6411 -3.9736 -5.6837
H: 0.0521 2.4254 -5.8237
H: -0.9619 0.7274 0.9913
H: -2.1709 -2.3956 0.4633
H: -2.9319 -1.3616 1.6573
H: 1.0721 0.9324 -6.2587
H: -2.6209 1.2834 1.4483
H: 0.0841 3.2614 -1.0257
H: 0.3191 -6.2296 -2.7987
H: -2.5249 3.9674 3.3613
H: -1.4419 -0.4226 4.7643
H: -1.6179 1.3734 4.4883
H: 0.4771 -5.3026 -7.0657
H: -1.5929 -1.9576 -2.6677
H: 1.9661 -1.7096 2.5363
H: -1.1809 -1.6806 1.7503
H: 0.0341 6.2524 -3.0147
H: -2.8869 0.7074 6.3633
H: 0.7311 4.0734 0.3093
H: -1.5379 2.0774 0.1533
H: 1.3061 -0.3066 0.5893
H: -0.2099 -4.7326 -4.8337
H: -0.2669 5.6544 3.8903
H: 1.1941 2.6274 -7.0577
H: -0.1069 -5.8416 0.8803
H: 2.4701 0.6744 1.3753
H: 1.0081 -0.0806 4.8953
H: -3.6929 -0.8026 5.6703
H: 2.8961 -0.9056 -1.1527
H: -1.2459 -0.5676 -3.6207
H: 2.2081 -5.4736 -5.0217
H: -5.4529 0.9854 5.6543
H: -4.3019 -3.7856 1.5763
H: -3.9889 -4.6766 3.0503
H: -1.3969 -6.0756 -3.1117
H: 1.1401 2.2094 -2.9237

Atoms 1-2, force components in eV/Å:
1.784 2.469 -2.477
0.698 -2.305 3.819

Values from the calculation:
- frontier orbital gap (eV) = 10.05
- highest occupied orbital energy (eV) = -10.202

2.
Computed, not measured: a cluster of 5 separate species, C39H65Cl2F4N5O5P2 in total, with ωB97M-V/def2-TZVPD.

Cartesian coordinates (Å):
Cl: -7.5408 4.7687 -1.5007
Cl: -4.1493 5.9546 3.7119
P: -6.5180 2.0015 -2.1881
P: -8.4861 1.0586 -2.1292
F: -2.7095 7.9463 -1.1969
F: -3.7247 6.2534 -2.5073
F: -1.2045 6.0593 0.1313
F: -1.3060 6.5479 -2.4997
O: -8.1918 -0.6912 -2.0390
O: -9.2901 1.2564 -3.5128
O: -5.0039 3.9867 -1.0828
O: -9.4519 1.5001 -0.7281
O: 0.0063 3.6428 -3.4199
N: -2.4319 5.7069 -0.3974
N: 8.5422 -0.4752 4.4739
N: -1.1187 -4.9159 1.3150
N: 8.1943 -0.3984 -1.6907
N: 1.1157 -8.8720 -1.7747
C: 8.8457 -0.9714 5.7150
C: -2.1093 3.5431 -1.9288
C: 3.0078 -8.9368 -2.9394
C: 1.7413 -8.3983 -2.8985
C: -3.7612 -1.7199 1.1287
C: -0.4369 3.5542 -1.9955
C: -2.5930 4.2236 -0.5179
C: 1.9709 -9.6992 -1.0944
C: 2.7450 0.4434 -1.2165
C: -3.9374 2.0492 0.2480
C: 2.2881 -0.9799 -1.8956
C: -0.0487 -0.5279 -0.4818
C: -2.2710 -1.0389 1.0866
C: -6.3408 3.4261 -0.9230
C: 9.3070 0.0729 0.1752
C: -2.5523 6.5080 -1.6458
C: 0.1544 -5.0031 0.8146
C: 4.2038 1.0115 -1.7397
C: 7.4760 -0.9368 -0.6549
C: -4.5336 4.5383 1.3142
C: 7.8080 -0.6577 6.5640
C: -4.9207 1.3552 1.3378
C: 0.1099 -5.7652 -0.3313
C: -3.4294 4.6860 2.5070
C: -4.8410 -1.1006 0.0614
C: -4.0823 3.6555 0.0128
C: -1.2365 -6.1554 -0.5265
C: 3.1531 -9.7607 -1.7978
C: 6.8470 0.0569 5.8097
C: 8.1429 -0.6563 0.5166
C: 4.2031 2.6393 -1.3570
C: -5.7777 0.0509 0.7924
C: -3.1460 3.3488 3.4017
C: 4.8861 2.7440 0.1467
C: 0.9109 -1.6288 -1.2740
C: -1.6491 -0.9997 -0.4299
C: 7.3278 0.1583 4.5233
C: 9.3154 0.2145 -1.1945
C: -1.9727 -5.6202 0.5068
H: 0.2554 -2.0139 -2.1831
H: 0.1711 -8.6458 -1.4914
H: -1.6268 -6.7625 -1.3330
H: 9.7710 -1.5049 5.8871
H: 4.7447 3.2986 -2.1574
H: -5.6922 2.0549 1.8685
H: -1.5622 -1.7479 1.7325
H: -6.2083 -0.4759 1.7740
H: 10.0588 0.4525 0.8549
H: -2.5200 3.6526 4.3673
H: 0.2774 4.5927 -3.6149
H: -2.3923 5.1251 2.1916
H: -4.2240 0.9261 2.2088
H: 6.5535 -1.4709 -0.8396
H: 4.7968 3.8616 0.4838
H: 1.6653 -10.1733 -0.1713
H: 2.6403 0.4447 -0.0271
H: -5.5855 -1.9940 -0.2081
H: 7.9378 -0.4467 -2.6682
H: 10.0204 0.6990 -1.8567
H: -2.5319 4.0335 -2.9014
H: -10.2168 0.8238 -0.6996
H: -2.2864 0.0044 1.6320
H: -2.8152 1.8442 0.5917
H: 0.3790 -0.2456 0.5742
H: 7.7498 -0.9152 7.6137
H: -1.8437 3.7695 0.2985
H: -7.2018 -0.7977 -2.2579
H: -3.6084 -2.8929 1.0436
H: -3.0286 -5.6786 0.7346
H: 2.1058 -0.8169 -3.0624
H: 0.0431 2.5798 -1.5609
H: 4.0264 -10.3357 -1.5181
H: 0.9561 -6.0138 -0.9588
H: -1.3858 -4.4117 2.1505
H: 3.1201 -1.8314 -1.8341
H: 5.9920 2.3537 0.0890
H: 3.7477 -8.7554 -3.7083
H: -6.3534 2.6598 -3.4902
H: -0.0404 0.4408 -1.1534
H: 0.0327 4.4819 -1.4585
H: 7.8257 -0.9461 1.5100
H: 1.2325 -7.7213 -3.5718
H: -2.2844 -0.1876 -1.0310
H: -6.7366 0.3446 0.1638
H: -6.6725 3.1726 0.1674
H: -1.7268 -2.0471 -0.9751
H: -2.4064 2.6648 2.7657
H: 3.1022 3.0657 -1.2383
H: 4.3831 0.8281 -2.8866
H: -2.3804 2.3833 -2.0227
H: 1.9439 1.2495 -1.5820
H: -4.0420 1.4692 -0.7901
H: -4.1925 -1.5104 2.2208
H: 0.9806 -4.5156 1.3148
H: 5.9063 0.4558 6.1666
H: -4.3892 -0.7457 -0.9579
H: 9.1239 -0.5621 3.6506
H: -4.0990 2.7835 3.7775
H: 4.2002 2.1103 0.8680
H: 1.1267 -2.4881 -0.4757
H: -4.7234 5.6451 0.9056
H: 6.9101 0.6243 3.6410
H: -5.5885 4.2235 1.7760
H: 5.0487 0.4815 -1.1229

Atoms 1-2, force components in eV/Å:
1.019 -0.895 0.775
0.568 -0.937 -1.092

Values from the calculation:
- frontier orbital gap (eV) = 8.04
- highest occupied orbital energy (eV) = -8.293

3.
Computed, not measured: a structure of composition C39H65Cl2N3O3SeV, with ωB97M-V/def2-TZVPD.

Cartesian coordinates (Å):
Se: 1.7157 1.6150 0.4752
V: 0.1694 0.1680 1.8092
Cl: -1.0474 0.9459 4.5916
Cl: 1.4854 2.1337 3.8417
O: 0.6883 -1.1603 0.5571
O: -1.5443 -1.1040 2.4959
O: -0.9510 1.6865 1.6269
N: 3.7687 -0.4164 2.2857
N: 1.2788 -1.4718 3.9136
N: -0.8371 -3.2259 2.4006
C: 2.4993 0.1527 -4.7079
C: 0.2388 -3.9711 -2.8852
C: -3.8928 1.7591 0.8667
C: 0.5213 6.5156 -2.2519
C: -0.9188 2.5823 0.6490
C: 0.2721 2.7701 -0.0718
C: -3.4124 -5.1113 1.9867
C: -2.0368 3.3673 0.2768
C: 0.2788 -3.1640 -1.5858
C: 0.4045 3.6915 -1.0896
C: -4.4606 4.1214 0.4126
C: 1.4445 -1.4156 -3.0156
C: -1.8419 6.1888 -2.9394
C: -3.8450 -3.6445 1.9660
C: 1.0342 -4.0165 -0.5491
C: 0.1353 2.1922 4.9947
C: -0.5334 5.4624 -2.6215
C: -1.8729 4.2774 -0.7663
C: 1.1071 -0.8925 -0.6864
C: 2.1518 0.7027 -2.2341
C: -3.2156 3.5649 2.4822
C: -0.9663 -4.6678 2.5659
C: -3.3841 3.2052 0.9985
C: 1.8151 -2.7470 4.4197
C: 1.2852 0.1708 -5.6494
C: 4.7116 -1.4648 2.6776
C: 4.0136 -2.7853 3.0032
C: 1.6810 0.3514 -0.9775
C: 3.3322 -2.8980 4.3821
C: -1.9506 -5.3293 1.6016
C: -0.0823 4.7181 -3.8872
C: -3.1587 -2.7763 3.0345
C: -1.7859 -2.3090 2.6307
C: 2.0392 -0.1799 -3.2897
C: -1.1780 -2.9136 -1.1560
C: -0.6823 4.4655 -1.4713
C: 3.1729 1.5256 -4.7716
C: 3.5057 -0.8992 -5.1945
C: 0.9788 -1.8077 -1.7687
H: 5.4715 -1.6641 1.9127
H: -1.7716 -4.9310 0.6010
H: -2.6283 5.4875 -3.2307
H: 0.5849 0.9546 -5.3494
H: 5.2440 -1.1118 3.5650
H: 1.4870 6.0528 -2.0350
H: -1.7319 -3.8577 -1.1061
H: -3.6531 -3.2141 0.9777
H: -4.0513 -5.6820 1.3080
H: 3.5230 -3.8981 4.7773
H: 3.8523 -0.6518 -6.2022
H: -2.1935 6.7734 -2.0852
H: 0.5002 -4.9544 -0.3580
H: 1.1597 -3.4773 0.3873
H: -4.8644 1.6606 1.3637
H: -2.4707 2.9202 2.9485
H: -4.0190 1.4990 -0.1886
H: 1.4951 -2.9238 5.4502
H: 1.6028 0.3648 -6.6787
H: -3.2013 1.0522 1.3174
H: -4.1648 3.4384 3.0143
H: 3.2357 -0.6990 1.4716
H: -2.8974 4.6065 2.5877
H: 0.4014 -1.2642 4.3687
H: 1.3343 -2.1102 -3.8390
H: 2.0278 -4.2656 -0.9316
H: -1.6739 -2.2724 -1.8895
H: -0.3422 3.1588 4.9255
H: -3.5826 -5.5155 2.9925
H: 3.7942 -2.1902 5.0815
H: 0.0199 5.4152 -4.7246
H: 1.3638 3.7917 -1.5889
H: 0.5176 1.9985 5.9873
H: -4.9219 -3.5932 2.1284
H: -1.6803 6.8776 -3.7723
H: -2.7281 4.8734 -1.0529
H: 4.0423 1.5737 -4.1094
H: 4.3727 -0.9354 -4.5301
H: 2.5910 1.6849 -2.3595
H: 0.2078 7.0719 -1.3647
H: -3.7371 -1.8753 3.2215
H: -1.2232 -2.4197 -0.1867
H: 1.2439 -4.1838 -3.2573
H: -0.3238 -3.4533 -3.6670
H: 4.7798 -3.5601 2.9355
H: 3.5131 1.7209 -5.7918
H: 1.9229 -0.7102 4.0973
H: -4.6333 3.9094 -0.6463
H: 2.4773 2.3225 -4.4924
H: 3.0640 -1.8975 -5.2275
H: -5.4007 3.9571 0.9450
H: -0.2572 -4.9266 -2.6954
H: 4.2621 0.4307 2.0389
H: 0.0364 -2.8376 2.0653
H: 3.2756 -2.9998 2.2196
H: 0.0264 -5.0875 2.4203
H: 1.3927 -3.5628 3.8215
H: -3.0890 -3.3342 3.9744
H: -0.8142 3.9534 -4.1609
H: 0.8812 4.2236 -3.7396
H: 0.6596 7.2249 -3.0739
H: 0.7515 -0.7821 -5.6326
H: -1.2602 -4.8941 3.5955
H: -4.1948 5.1766 0.5197
H: -1.7367 -6.4003 1.5717

Atoms 1-2, force components in eV/Å:
0.431 0.437 -0.551
-0.045 -0.712 1.297

Values from the calculation:
- frontier orbital gap (spin up / spin down) (eV) = 6.42 / 5.87
- 2S+1 = 2
- highest occupied orbital energy (spin up / spin down) (eV) = -5.987 / -5.439

4.
Computed, not measured: a structure of composition C39H66HgN2O21, with ωB97M-V/def2-TZVPD.

Cartesian coordinates (Å):
Hg: -24.3745 -12.9088 4.0008
O: -24.5303 -8.6008 3.5848
O: -29.6110 -11.8296 5.5101
O: -27.7398 -12.2224 4.3223
O: -22.6724 -5.7021 7.8328
O: -19.8159 -12.9840 8.2565
O: -20.8454 -13.1272 10.2291
O: -22.5215 -9.7080 2.8967
O: -28.0043 -10.3646 5.4554
O: -22.5670 -14.4441 3.2518
O: -18.5607 -8.9300 2.4289
O: -20.8727 -15.7925 2.9457
O: -24.4284 -12.3647 -2.0264
O: -23.1713 -12.2397 -0.2032
O: -24.4967 -14.3099 8.7171
O: -25.5944 -13.5506 6.8963
O: -22.2434 -11.6902 -2.1737
O: -22.2489 -15.3334 1.2744
O: -19.6704 -9.9320 0.7490
O: -21.5803 -11.6150 8.9079
O: -21.6794 -7.4562 8.8846
O: -23.0133 -12.4443 5.6110
N: -24.0664 -7.6265 -3.3585
N: -25.5246 -13.0503 2.2215
C: -24.3123 -4.3601 8.6862
C: -21.2697 -16.2057 0.5435
C: -30.4624 -10.9022 6.1707
C: -25.1757 -13.4285 8.0017
C: -21.6934 -16.2180 -0.9022
C: -23.0702 -8.3735 -2.9045
C: -23.2304 -12.1129 -1.5327
C: -21.4791 -10.7424 7.7858
C: -22.8480 -8.5697 -1.5571
C: -20.8292 -15.9388 4.4147
C: -25.4762 -12.2547 8.9031
C: -26.3628 -14.0775 2.0316
C: -17.5787 -7.7700 0.5908
C: -25.5146 -11.9984 1.4268
C: -27.3847 -12.8522 0.1591
C: -24.9072 -7.1480 -2.4382
C: -21.9378 -11.7660 0.4063
C: -20.6609 -12.6305 9.0500
C: -19.9515 -14.1593 10.5908
C: -19.8571 -14.1808 12.0496
C: -24.7737 -7.3442 -1.0635
C: -21.9027 -6.7764 7.8721
C: -19.1621 -10.0108 1.8693
C: -30.3610 -10.7400 7.6377
C: -24.5296 -12.2648 -3.4517
C: -26.4353 -11.8219 0.3283
C: -21.9688 -15.1064 2.5270
C: -28.3748 -11.5312 5.0325
C: -23.6738 -8.0591 -0.5548
C: -22.8774 -16.2338 8.6565
C: -27.3354 -13.9889 1.0550
C: -26.6448 -10.0821 4.9597
C: -24.1717 -15.6200 8.1001
C: -23.4735 -9.0139 3.1290
C: -21.3242 -7.0492 6.5389
C: -25.4688 -11.1121 -3.8394
C: -18.5945 -7.6638 1.7311
C: -23.3501 -5.4183 9.1105
C: -19.0133 -11.1959 2.7715
H: -22.0181 -9.8310 8.0424
H: -24.9454 -16.3104 8.3631
H: -20.8367 -14.9741 4.9748
H: -18.9734 -13.8576 10.1184
H: -24.8289 -4.7318 7.8229
H: -20.4747 -10.3620 7.5428
H: -19.6126 -7.4251 1.3799
H: -21.9399 -12.0264 1.4639
H: -20.7222 -7.9524 6.4420
H: -25.4843 -6.9250 -0.3544
H: -31.4344 -11.3270 5.9453
H: -21.7435 -16.4398 4.7150
H: -26.1544 -12.4605 9.7455
H: -19.9895 -11.4149 3.1679
H: -24.9373 -3.9754 9.4978
H: -26.4799 -9.0788 5.2750
H: -26.4363 -10.9374 -0.2685
H: -26.3652 -14.8339 2.8463
H: -24.9830 -10.1351 -3.7208
H: -24.0741 -15.4756 7.0407
H: -22.5978 -17.0537 7.9809
H: -17.6867 -8.6403 -0.0639
H: -21.3426 -17.1937 0.9432
H: -22.0107 -9.1943 -1.3355
H: -20.2523 -15.0535 10.0880
H: -22.0653 -6.9147 5.7569
H: -19.1684 -14.9358 12.4230
H: -21.4351 -15.2697 -1.4596
H: -24.7408 -13.2420 -3.9236
H: -29.3677 -10.3682 7.8980
H: -22.5366 -5.1299 9.7802
H: -16.5811 -7.9083 0.9690
H: -25.8988 -11.4434 8.2921
H: -17.5339 -6.8550 -0.0285
H: -31.1408 -10.0863 8.0082
H: -30.5183 -11.6396 8.2374
H: -21.0515 -12.2045 -0.0660
H: -25.7946 -11.1847 -4.8867
H: -21.2621 -17.0469 -1.4689
H: -24.4875 -11.9259 9.2965
H: -19.8969 -16.4324 4.5690
H: -23.4244 -8.1948 0.4803
H: -18.3563 -10.9559 3.6148
H: -23.5351 -11.9603 -3.7424
H: -30.4651 -9.9278 5.6467
H: -21.8798 -10.6689 0.3420
H: -22.3701 -8.8114 -3.6170
H: -26.3422 -11.0890 -3.2218
H: -20.3006 -15.7730 0.6678
H: -22.0412 -15.4974 8.6715
H: -19.5274 -13.2317 12.4521
H: -25.9753 -10.8007 5.4060
H: -23.7804 -3.4747 8.2882
H: -23.0544 -16.6429 9.6378
H: -20.8534 -14.3085 12.5062
H: -26.6107 -10.2002 3.8917
H: -21.8161 -11.2888 6.9135
H: -24.7707 -11.2589 1.5850
H: -18.6053 -12.0040 2.1402
H: -28.0001 -14.8159 0.8004
H: -18.2658 -6.9234 2.4949
H: -22.7830 -16.3105 -1.0193
H: -20.6342 -6.1661 6.4500
H: -23.8143 -6.3105 9.5769
H: -28.1620 -12.7909 -0.5953
H: -25.7199 -6.5880 -2.8716

Atoms 1-2, force components in eV/Å:
2.615 1.482 3.603
4.689 -0.778 -2.658

Values from the calculation:
- frontier orbital gap (eV) = 6.65
- highest occupied orbital energy (eV) = -6.579

Largest force on an atom for every record listed, in sequence, given in eV Å⁻¹: 9.746 7.127 1.480 5.446.
Electronic energy for every record listed, in sequence, given in eV: -88926.18507 -113664.31876 -168192.40560 -91661.74520.